# 1
{
  "formula": "C8H17N4",
  "method": "ωB97M-V/def2-TZVPD",
  "charge": 1,
  "spin_multiplicity": 3,
  "gap_ev": [6.55, 6.56],
  "fmax_ev_per_a": 9.95,
  "symbols": ["C", "C", "C", "C", "C", "C", "C", "C", "N", "N", "N", "N", "H", "H", "H", "H", "H", "H", "H", "H", "H", "H", "H", "H", "H", "H", "H", "H", "H"],
  "xyz": [[0.76, -1.84, -0.15], [2.08, -1.66, -0.30], [2.17, 0.69, 0.05], [-0.06, -0.13, 0.63], [-2.44, -0.98, 0.25], [-1.12, 0.00, -1.70], [-1.89, 1.49, 0.14], [-1.36, 0.14, -0.17], [2.78, -0.45, -0.11], [0.88, 0.83, 0.36], [2.92, 1.84, -0.10], [-0.17, -0.24, 2.02], [0.13, -2.50, -0.67], [2.73, -2.42, -0.85], [-2.74, -0.95, 1.36], [-2.00, -1.98, 0.08], [-3.45, -1.13, -0.34], [-0.10, 0.11, -1.91], [-1.37, -1.03, -2.07], [-1.81, 0.63, -2.23], [-1.45, 2.29, -0.34], [-1.78, 1.53, 1.29], [-2.87, 1.52, -0.19], [3.69, -0.38, -0.61], [0.44, 1.67, 0.17], [3.95, 1.64, 0.11], [2.70, 2.60, 0.45], [0.47, -0.96, 2.48], [-1.09, -0.33, 2.37]],
  "lowdin_spin": [0.85, 0.70, 0.12, -0.02, 0.00, 0.01, 0.00, 0.00, 0.13, 0.06, 0.05, 0.00, 0.05, 0.02, 0.00, 0.00, 0.00, 0.00, 0.00, 0.00, 0.00, 0.00, 0.00, 0.00, 0.00, 0.00, 0.01, 0.00, 0.00]
}

=====

# 2
{
  "formula": "C6H12BrNO3",
  "method": "ωB97M-V/def2-TZVPD",
  "charge": 0,
  "spin_multiplicity": 1,
  "gap_ev": [9.78, 6.08],
  "fmax_ev_per_a": 4.55,
  "symbols": ["C", "C", "C", "C", "C", "C", "N", "O", "O", "O", "Br", "H", "H", "H", "H", "H", "H", "H", "H", "H", "H", "H", "H"],
  "xyz": [[0.67, 0.00, -2.34], [-0.89, 1.17, -0.81], [-0.28, -0.75, 2.23], [-0.08, -0.06, -0.98], [0.83, 0.10, 1.50], [1.04, -0.21, 0.09], [2.72, 2.00, -0.37], [2.54, 2.93, 0.42], [2.98, 1.96, -1.52], [2.04, -0.22, 2.08], [2.29, -1.52, -0.21], [0.77, -1.01, -2.63], [1.57, 0.62, -2.05], [0.02, 0.42, -3.06], [-1.59, 1.18, -1.70], [-0.23, 2.05, -0.96], [-1.46, 1.29, 0.08], [-1.23, -0.30, 2.25], [-0.51, -1.74, 1.87], [0.07, -0.89, 3.26], [-0.56, -1.03, -0.84], [0.77, 1.14, 1.52], [2.16, 0.26, 2.97]],
  "mulliken_charge": [-1.43, -1.39, -1.41, 0.83, 0.30, -0.68, 0.74, -0.45, -0.45, -0.57, 0.01, 0.39, 0.29, 0.51, 0.38, 0.27, 0.38, 0.40, 0.33, 0.38, 0.41, 0.39, 0.35]
}

=====

# 3
{
  "formula": "C3H8N2O",
  "method": "ωB97M-V/def2-TZVPD",
  "charge": 0,
  "spin_multiplicity": 1,
  "gap_ev": 10.25,
  "fmax_ev_per_a": 0.50,
  "symbols": ["H", "N", "C", "N", "H", "H", "H", "C", "C", "O", "H", "H", "H", "H"],
  "xyz": [[1.21, 0.31, 2.15], [0.52, 0.21, 1.41], [-0.45, -0.47, 1.89], [-1.55, -0.80, 1.18], [-0.44, -0.89, 2.90], [-1.70, -0.34, 0.29], [-2.36, -1.19, 1.62], [1.17, 0.09, -1.85], [0.03, 0.93, -1.35], [-1.13, 0.64, -1.49], [1.64, -0.38, -0.99], [1.89, 0.71, -2.38], [0.85, -0.70, -2.52], [0.33, 1.87, -0.86]],
  "mulliken_charge": [0.19, -0.51, -0.02, -0.30, 0.29, 0.20, 0.21, -0.90, 0.25, -0.57, 0.26, 0.31, 0.28, 0.32]
}

=====

# 4
{
  "formula": "CH3Cl2NO",
  "method": "ωB97M-V/def2-TZVPD",
  "charge": 0,
  "spin_multiplicity": 1,
  "gap_ev": 11.29,
  "fmax_ev_per_a": 4.39,
  "symbols": ["N", "C", "O", "Cl", "Cl", "H", "H", "H"],
  "xyz": [[-0.06, 0.15, 0.97], [1.01, -0.07, 0.04], [0.38, 0.00, -1.45], [2.17, 1.25, -0.06], [1.73, -1.71, 0.12], [0.01, 1.13, 1.46], [-0.09, -0.50, 1.79], [-0.55, -0.13, -1.44]],
  "mulliken_charge": [-0.61, 0.63, -0.53, -0.15, -0.16, 0.27, 0.27, 0.29]
}

=====

# 5
{
  "formula": "CH2N4O2S",
  "method": "ωB97M-V/def2-TZVPD",
  "charge": 0,
  "spin_multiplicity": 1,
  "gap_ev": [9.02, 6.85],
  "fmax_ev_per_a": 3.54,
  "symbols": ["C", "N", "N", "N", "N", "O", "O", "S", "H", "H"],
  "xyz": [[0.14, 0.36, 2.13], [0.75, 0.51, 3.09], [-0.97, 1.14, -1.37], [-0.32, 0.80, -0.23], [1.03, -1.50, -0.25], [1.88, -1.83, -1.01], [0.35, -2.11, 0.49], [-1.11, 0.09, 1.02], [-1.32, 0.62, -2.12], [-0.44, 1.93, -1.75]],
  "mulliken_charge": [0.42, -0.36, -0.42, -0.10, 0.72, -0.46, -0.34, 0.06, 0.22, 0.26]
}

=====

# 6
{
  "formula": "C4H3Cl2F2O2",
  "method": "ωB97M-V/def2-TZVPD",
  "charge": -1,
  "spin_multiplicity": 1,
  "gap_ev": 7.05,
  "fmax_ev_per_a": 3.54,
  "symbols": ["C", "C", "C", "C", "O", "O", "F", "F", "Cl", "Cl", "H", "H", "H"],
  "xyz": [[-0.85, 2.64, 0.75], [-0.98, -1.03, -0.75], [0.04, -0.60, 0.30], [1.33, -0.52, 0.06], [-0.20, 3.19, 1.52], [-1.51, 2.09, 0.00], [2.60, -1.99, 0.01], [2.19, 0.06, 0.90], [-0.65, -0.74, 1.96], [1.69, 0.23, -1.64], [-1.73, -0.24, -0.70], [-0.49, -1.06, -1.84], [-1.44, -2.02, -0.57]],
  "mulliken_charge": [0.74, -0.89, 0.22, 0.42, -0.39, -0.37, -0.70, -0.21, -0.27, -0.28, 0.22, 0.24, 0.26]
}